Entry 1:
{"formula": "C6H16N2", "method": "ωB97M-V with the def2-TZVPD basis set", "smiles": "CCC[C@H](C)NCN", "homo_lumo_gap_ev": 9.912, "homo_ev": -8.838, "symbols": ["C", "C", "C", "C", "C", "N", "C", "N", "H", "H", "H", "H", "H", "H", "H", "H", "H", "H", "H", "H", "H", "H", "H", "H"], "xyz": [[-2.3968, 1.4505, 0.7436], [-0.7875, 1.6481, 0.9349], [0.0203, 0.5189, 1.5062], [0.3209, -0.6995, 0.4030], [0.7311, -2.0154, 1.0404], [1.2952, -0.1422, -0.5043], [1.3450, -0.8217, -1.8583], [0.7250, 0.1428, -2.9211], [-2.7916, 1.1049, 1.6418], [-2.9256, 2.4345, 0.3273], [-2.5872, 0.7884, -0.0533], [-0.3731, 1.9608, -0.0982], [-0.7301, 2.6605, 1.4322], [-0.4296, -0.0175, 2.3125], [1.0755, 0.8004, 1.7091], [-0.6716, -0.7312, -0.2162], [-0.0942, -2.6013, 1.0623], [1.6007, -2.4966, 0.5546], [1.0365, -1.7508, 2.0723], [2.1843, -0.0291, -0.0251], [0.8445, -1.7363, -1.8471], [2.3254, -0.8469, -2.3853], [0.1606, -0.3700, -3.5015], [0.1222, 0.7488, -2.3298]], "forces_ev_per_angstrom": [[2.1057, 2.9064, -1.7207], [-1.6935, 2.5981, -2.1601], [1.4101, -2.0626, -2.1351], [-2.1483, 2.5519, -0.7213], [2.3867, 2.3507, 0.6764], [0.4565, -0.6599, -1.9922], [1.2128, 4.0971, -0.9502], [1.0175, 1.1916, 4.0232], [-1.0750, -0.4201, 1.4770], [1.2979, -1.7976, 1.4342], [-0.2108, -1.2975, -0.7445], [-0.4566, -0.8874, 1.3664], [0.3886, -1.3387, 0.2815], [-0.3283, 0.1376, 0.9932], [-0.7734, 0.2236, 0.5287], [1.6186, -0.4924, 1.0551], [-2.2659, -2.3393, 0.3155], [-0.6460, 0.2088, 0.0243], [-0.0423, -0.5327, -0.2992], [0.0448, -0.1930, -0.5180], [-0.7199, -1.6327, 0.0940], [-0.0575, -0.7708, 1.6171], [-1.8595, -1.4768, -1.7979], [0.3376, -0.3643, -0.8474]]}

=====

Entry 2:
{"formula": "C6H16N2O", "method": "ωB97M-V with the def2-TZVPD basis set", "homo_lumo_gap_ev": [8.297, 8.297], "homo_ev": [-7.938, -7.938], "symbols": ["C", "C", "C", "C", "C", "H", "H", "H", "H", "H", "H", "H", "H", "H", "H", "H", "H", "N", "C", "O", "N", "H", "H", "H", "H"], "xyz": [[1.4587, -0.0611, -0.4972], [1.2846, 1.0991, -1.4333], [0.7065, -1.2584, -0.8084], [0.4698, 0.8529, 1.4088], [2.7928, -0.2050, 0.1612], [2.7983, -1.0107, 0.8952], [1.8182, 0.8912, -2.3697], [0.2329, 1.2476, -1.6788], [1.6962, 2.0213, -1.0227], [1.0841, -2.1707, -0.3508], [-0.3551, -1.0939, -0.3857], [0.5090, -1.3871, -1.8742], [-0.3522, 1.3552, 1.9233], [0.9149, 0.1065, 2.0626], [1.1669, 1.6651, 1.2213], [3.1093, 0.7183, 0.6499], [3.5431, -0.4450, -0.6027], [-3.9481, -0.6763, 0.5941], [-1.7584, -0.2095, 0.2078], [-2.1641, 0.4700, -0.8920], [-2.5449, -0.7866, 1.0276], [-3.1442, 0.3671, -0.8915], [-4.3367, -1.6109, 0.6769], [-4.4245, -0.1175, 1.2974], [-0.5572, 0.2381, 0.6807]], "forces_ev_per_angstrom": [[-0.4569, 0.5393, 0.6038], [0.0228, 0.0059, -0.0057], [-0.7610, -0.1604, 0.1892], [1.2113, 0.1685, -0.1127], [-0.0420, 0.1126, 0.1629], [-0.0236, 0.0009, -0.0260], [-0.0066, -0.0515, 0.0455], [0.0191, -0.0024, 0.0266], [-0.0288, -0.0297, 0.0219], [0.1195, 0.0276, -0.0598], [0.6722, -0.2177, -0.2657], [0.0949, 0.0130, -0.0123], [-0.2819, -0.2794, -0.0703], [-0.0232, 0.0770, 0.1404], [0.2530, -0.1127, -0.1311], [-0.0101, -0.0169, -0.0379], [-0.0939, 0.0077, -0.0047], [0.2300, 0.0385, -0.1361], [0.5124, 1.0709, 0.6390], [-0.2374, -0.2141, 0.1262], [-0.3392, -0.1397, -0.0347], [0.1831, -0.0917, -0.0405], [0.0661, 0.0959, 0.0160], [0.1163, -0.0916, 0.0259], [-1.1962, -0.7499, -1.0600]]}

=====

Entry 3:
{"formula": "C6H16N2O", "method": "ωB97M-V with the def2-TZVPD basis set", "smiles": "COCC(C)(C)N(C)N", "homo_lumo_gap_ev": 9.290, "homo_ev": -8.288, "symbols": ["C", "O", "C", "C", "C", "C", "N", "C", "N", "H", "H", "H", "H", "H", "H", "H", "H", "H", "H", "H", "H", "H", "H", "H", "H"], "xyz": [[0.7978, -2.4164, 0.9691], [0.6074, -1.8456, -0.3848], [-0.5359, -1.0639, -0.5670], [-0.5608, 0.3609, 0.0984], [-0.5806, 0.2651, 1.6217], [-1.8716, 1.0132, -0.3619], [0.5761, 1.2098, -0.2762], [0.6848, 1.5557, -1.6832], [1.7920, 0.6829, 0.2372], [1.3081, -1.7607, 1.6786], [-0.1530, -2.8194, 1.3173], [1.5028, -3.2264, 0.7851], [-1.4245, -1.6101, -0.2085], [-0.6255, -0.9246, -1.6476], [-1.0817, 1.1407, 2.0580], [0.4156, 0.2235, 2.0492], [-1.0489, -0.6804, 1.9263], [-2.7068, 0.5523, 0.1610], [-2.0369, 0.8908, -1.4294], [-1.8580, 2.0733, -0.1234], [0.8721, 0.6848, -2.3305], [-0.2165, 2.0612, -2.0178], [1.5204, 2.2498, -1.7938], [2.4645, 1.4424, 0.2853], [2.1592, -0.0591, -0.3632]], "forces_ev_per_angstrom": [[0.3968, 0.0073, -1.9128], [0.7357, -0.4629, 1.6172], [-0.3563, 0.7294, 0.3562], [0.0039, -0.5394, -0.0498], [-0.0940, -0.2223, 0.4233], [0.2404, -0.1733, 0.0478], [0.1066, 0.1237, -0.0447], [0.0924, -0.1171, 0.0910], [0.2888, 0.0048, -0.1081], [-0.5204, 0.3516, -0.1889], [0.0369, 0.1146, 0.2392], [-0.1926, -0.2139, 0.0547], [-0.0057, 0.0914, -0.1202], [-0.0422, -0.1174, 0.0236], [-0.0553, -0.3572, -0.0877], [0.1168, 0.1390, -0.1949], [-0.3607, 0.4604, 0.0698], [-0.0728, -0.0358, 0.0246], [-0.0492, 0.0332, -0.1347], [-0.0025, 0.1179, 0.0450], [0.0227, 0.0262, -0.0220], [-0.0608, 0.0285, -0.0634], [-0.0599, -0.0386, -0.0547], [-0.1111, -0.1265, -0.0308], [-0.0573, 0.1763, 0.0204]]}

=====

Entry 4:
{"formula": "C6H16N2O12S2Zn", "method": "ωB97M-V with the def2-TZVPD basis set", "homo_lumo_gap_ev": 2.246, "charge": -2, "homo_ev": -1.452, "symbols": ["Zn", "S", "O", "O", "O", "O", "S", "O", "O", "O", "O", "C", "C", "O", "O", "H", "H", "H", "H", "H", "H", "O", "C", "N", "C", "H", "H", "H", "H", "H", "O", "C", "N", "C", "H", "H", "H", "H", "H"], "xyz": [[-15.4152, -18.2556, 24.4543], [-17.3438, -16.4387, 21.1911], [-17.7981, -17.2187, 20.0557], [-17.7616, -14.9803, 21.2361], [-17.7103, -17.1481, 22.3879], [-15.9025, -16.6293, 21.4362], [-15.7623, -21.3947, 28.4527], [-14.4113, -21.8287, 28.8507], [-15.5947, -20.2952, 27.4613], [-16.3303, -22.5321, 27.7636], [-16.5412, -20.8937, 29.6026], [-9.5789, -17.2502, 23.0567], [-10.7386, -16.9536, 24.0837], [-11.5237, -18.1059, 24.3658], [-8.7872, -18.2759, 23.6552], [-8.8668, -16.4405, 22.8976], [-9.9758, -17.3409, 22.0456], [-11.3568, -16.2511, 23.5249], [-10.4678, -16.3907, 24.9769], [-11.0530, -18.8479, 24.7524], [-9.3468, -19.0245, 23.8745], [-15.1513, -14.6730, 26.2550], [-14.6895, -13.5140, 26.2638], [-14.7844, -12.8678, 25.1250], [-13.7972, -12.9439, 27.4070], [-15.3171, -13.1838, 24.3272], [-14.1806, -12.0975, 24.8762], [-12.8062, -12.5277, 27.2259], [-13.6958, -13.7445, 28.1396], [-14.2823, -12.1082, 27.9115], [-15.8830, -21.8413, 22.3124], [-16.4717, -22.5880, 21.5384], [-17.3930, -22.1246, 20.7175], [-16.3901, -24.1184, 21.6630], [-17.6719, -22.6934, 19.9310], [-17.4903, -21.1297, 20.5730], [-16.8493, -24.7238, 20.8815], [-16.6908, -24.5172, 22.6319], [-15.3564, -24.4373, 21.5299]], "forces_ev_per_angstrom": [[-0.1558, -0.0507, -0.1442], [-1.4681, 2.3380, -0.4572], [-0.1326, 0.6775, -1.2612], [0.9105, -2.6388, -0.6573], [-2.1673, -1.1782, 3.2555], [2.9689, 0.6166, -0.5472], [0.7143, 0.9436, 1.4005], [0.6263, 0.2137, 0.4645], [0.0168, 0.6542, -0.4996], [-1.4563, -1.1050, -0.8246], [0.1909, -0.5072, -0.7203], [-0.2013, 0.4535, 2.1791], [0.2240, 0.4131, -1.7043], [-0.1565, 0.5871, -0.5657], [0.3662, -0.2518, -0.9843], [-0.1458, 0.4476, 0.6419], [-0.2524, -1.2736, 0.0082], [-0.6703, -0.1898, 0.1615], [0.5911, -0.4439, 0.2042], [0.2524, 0.3248, 0.3023], [-0.0759, -0.0721, -0.2307], [0.4083, 1.9024, 1.6930], [0.9007, -3.9463, 0.1809], [0.3720, 3.1805, -2.3029], [-1.0102, -0.1548, 0.4217], [-0.1105, -0.7268, 0.4749], [-0.1367, 0.0739, 0.5115], [0.0290, -0.3926, -0.9211], [-0.0188, 0.0260, -0.1138], [-0.4614, -0.0443, 0.0104], [0.1290, -0.9328, -0.7066], [0.8187, -0.2193, 2.9908], [-1.5195, 0.3241, -2.4269], [1.0670, -0.5004, -0.6450], [-0.1142, 0.0503, 0.2582], [0.2140, 0.1078, 0.2809], [-0.7233, 0.4118, -0.1101], [-0.1700, 0.5192, 0.0248], [0.3469, 0.3627, 0.3580]]}

=====

Record order is preserved below.
Energy: -9459.697 -11503.833 -11507.497 -104113.695 eV